The following is a quantum chemistry calculation of a cluster of 2 separate species, C4H12N2 in total, from the OMol25 dataset.

Atoms and positions in Å:
N -0.31645 -3.38431 2.08439
N 1.44030 -4.49827 3.12548
C -0.39908 1.80204 -0.81619
C 0.20720 -4.25122 3.05260
C 0.05781 3.13055 -1.41104
C -0.01833 3.03872 -2.93851
H -1.30466 -3.22844 2.23781
H -1.02545 2.83298 -3.29406
H 0.39333 3.94067 -3.39640
H -0.55987 3.93519 -1.00699
H 1.89997 -4.56949 4.01902
H 0.09847 1.43619 0.08165
H 1.05606 3.40699 -1.07019
H -1.47390 1.61657 -0.84929
H -0.46029 -4.69724 3.80327
H 0.64131 2.22886 -3.25574
H -0.13923 -3.74722 1.15394
H -0.09718 1.00743 -1.51976

Atoms 1-2, force components in eV/Å:
-0.5326 -1.1692 -0.0567
0.6909 1.6194 -1.1725

Properties
Charge: 0
ΔE to the lowest compared entry with this formula, charge and spin in kcal/mol: 34.08
Structure (SMILES): [H]/N=C/N.CCC
Largest force on an atom in hartree/bohr: 0.041

Here are the Mulliken charges for atoms 1 to 2, given in e:
1. N -0.52
2. N -0.61

---

The following is a quantum chemistry calculation of an isolated molecule of C4H12N2, from the OMol25 dataset.

Atoms and positions in Å:
N 0.04200 2.30228 -1.77122
N 0.28674 -0.93548 -1.32954
C -0.51236 1.33960 -0.84957
C 0.22331 -1.68539 1.74632
C -0.21757 -0.39984 1.03328
C 0.28065 0.17195 -0.31521
H 1.28520 0.56500 -0.22872
H -0.68374 -1.28368 -1.09141
H -0.96085 1.80831 0.06589
H -1.37093 -0.39198 0.88414
H 1.05726 -1.64714 -1.02339
H -0.60770 -2.37410 1.51040
H -0.14760 0.47649 1.70585
H 0.48700 3.02297 -1.17921
H 0.26184 -1.60166 2.82904
H -1.47706 0.92921 -1.15645
H 0.92099 1.84037 -2.16825
H 1.13282 -2.13692 1.33809

Atoms 1-2, force components in eV/Å:
2.7541 -0.5491 0.1732
0.3166 -0.6491 1.3931

Properties
Charge: 0
ΔE to the lowest compared entry with this formula, charge and spin in kcal/mol: 34.27
Structure (SMILES): CC[C@@H](N)CN
Largest force on an atom in hartree/bohr: 0.074

Here are the Mulliken charges for atoms 1 to 2, given in e:
1. N -0.65
2. N -0.64

---

The following is a quantum chemistry calculation of a cluster of 2 separate species, C4H12N2 in total, from the OMol25 dataset.

Atoms and positions in Å:
N 2.60005 0.90750 -0.95326
N 2.34246 -0.14537 1.12916
C -1.20670 -0.97155 0.72629
C -1.44426 1.25779 -0.64328
C 2.40778 -0.15280 -0.24892
C -1.90852 -0.18053 -0.35697
H -1.74025 -1.87563 1.02723
H 1.95013 0.89163 -1.73641
H 2.10835 -1.00463 -0.87007
H -2.97389 -0.20141 -0.07959
H 3.13500 0.12150 1.70280
H 2.06339 -1.07735 1.42022
H -0.17959 -1.25380 0.49021
H -1.44241 1.50230 -1.70527
H -1.94388 -0.81662 -1.25645
H -0.47935 1.45967 -0.16104
H -2.16142 1.91832 -0.13457
H -1.12687 -0.37901 1.64992

Atoms 1-2, force components in eV/Å:
-0.5956 0.3339 1.6780
0.5710 -1.9802 0.3829

Properties
Charge: 0
ΔE to the lowest compared entry with this formula, charge and spin in kcal/mol: 35.67
Structure (SMILES): [H]/N=C/N.CCC
Largest force on an atom in hartree/bohr: 0.062

Here are the Mulliken charges for atoms 1 to 2, given in e:
1. N -0.70
2. N -0.46

---

The following is a quantum chemistry calculation of a structure of composition C4H12N2, from the OMol25 dataset.

Atoms and positions in Å:
N 0.13454 2.61116 0.43062
N 0.84630 1.43605 0.80775
C -1.35855 -0.33408 0.62507
C 0.07562 -1.80174 -1.21121
C 0.08035 -0.68510 0.38588
C 1.10530 0.04833 -0.28645
H 0.32430 2.85756 -0.53794
H -1.48218 0.11750 1.61236
H -1.75637 0.31634 -0.15599
H -0.62470 -1.34568 -1.90900
H 0.47013 -1.38219 1.12479
H 1.03163 0.47322 -1.28140
H -1.98057 -1.23348 0.64083
H -0.33280 -2.71221 -0.77139
H 1.21302 1.46415 1.75841
H 2.11820 -0.24303 -0.02965
H 1.00898 -2.06419 -1.70904
H -0.87319 2.47741 0.50636

Atoms 1-2, force components in eV/Å:
0.2514 -0.4788 0.0876
0.8299 -0.3667 -1.5979

Properties
Charge: 0
ΔE to the lowest compared entry with this formula, charge and spin in kcal/mol: 113.78
Largest force on an atom in hartree/bohr: 0.135

Here are the Mulliken charges for atoms 1 to 2, given in e:
1. N -0.60
2. N -0.26

---

The following is a quantum chemistry calculation of a cluster of 2 separate species, C4H12N2 in total, from the OMol25 dataset.

Atoms and positions in Å:
N 1.45936 2.85072 0.65780
N -3.25761 -3.99632 -0.85028
C -1.84863 -4.06426 -0.53528
C 2.63843 2.75915 -0.19146
C 1.82056 3.54151 1.89926
C -3.84050 -3.50324 -1.82737
H 2.97602 3.79156 -0.24366
H -3.44280 -2.71724 -2.47449
H 2.49826 2.16661 -1.09786
H 3.51729 2.18863 0.15249
H -1.74703 -4.88699 0.18411
H -1.54349 -3.24014 0.11623
H -1.21295 -4.24980 -1.38888
H 0.95836 3.84194 2.49613
H 2.33533 4.47126 1.65579
H 1.07435 1.96523 0.96459
H -4.85651 -3.84946 -2.05147
H 2.47156 2.93085 2.53433

Atoms 1-2, force components in eV/Å:
-0.0045 0.0054 0.7421
1.9579 1.1403 -1.4605

Properties
Expectation value of S²: 0.76
Charge: +1
2S+1: 2
ΔE to the lowest compared entry with this formula, charge and spin in kcal/mol: 66.52
Largest force on an atom in hartree/bohr: 0.052

Here are the Mulliken charges for atoms 1 to 2, given in e:
1. N -0.37
2. N 0.11

---

The following is a quantum chemistry calculation of the ion C4H12N2 with charge +2, from the OMol25 dataset.

Atoms and positions in Å:
N 1.21604 0.78778 -3.07960
N -1.15762 -1.08338 2.63960
C -0.04000 -0.84104 1.46741
C 0.55504 0.36124 -0.61225
C 0.31920 0.93268 -1.77133
C -0.49137 0.35034 0.59848
H 0.06409 -1.71236 0.93968
H -2.05958 -0.52558 2.59693
H -0.86855 -0.94181 3.66508
H -0.74165 1.18248 -1.96126
H 0.61436 0.36397 -3.84433
H 1.57602 0.10591 -0.29517
H 1.63848 1.63470 -3.49784
H -0.71324 1.32513 1.29737
H -1.51675 0.29598 0.02674
H 0.85241 -0.49737 2.06692
H -1.35354 -2.08544 2.57229
H 2.10667 0.34678 -2.80872

Atoms 1-2, force components in eV/Å:
-0.7788 0.7236 1.3773
0.2534 0.2067 0.7295

Properties
Charge: +2
ΔE to the lowest compared entry with this formula, charge and spin in kcal/mol: 40.01
Structure (SMILES): [NH3+]/C=C/CC[NH3+]
Largest force on an atom in hartree/bohr: 0.109

Here are the Mulliken charges for atoms 1 to 2, given in e:
1. N -0.35
2. N -0.43

---

The following is a quantum chemistry calculation of an isolated molecule of C4H12N2O, from the OMol25 dataset.

Atoms and positions in Å:
O 0.49754 1.72170 -1.11602
N 0.14904 0.06075 1.21825
N -1.59412 -0.14688 -1.18546
C -0.86588 -0.94626 1.00166
C 1.61169 1.45732 -0.29120
C -1.03582 -1.26853 -0.46928
C 1.43692 0.15785 0.56533
H 2.17985 0.28256 1.36092
H -0.65723 -1.88754 1.53419
H 0.14174 0.54552 2.09965
H 1.69083 -0.73967 0.00403
H 1.62352 2.27196 0.45056
H -0.21457 1.07125 -1.02206
H -0.10500 -1.64395 -0.90403
H -1.66976 -0.26951 -2.18295
H 2.51886 1.43363 -0.89346
H -2.27045 0.53762 -0.93347
H -1.66020 -2.16791 -0.60470
H -1.77699 -0.46990 1.36804

Atoms 1-2, force components in eV/Å:
0.6290 0.4590 -0.6415
0.3071 0.6984 -0.2681

Properties
Charge: 0
ΔE to the lowest compared entry with this formula, charge and spin in kcal/mol: 46.87
Structure (SMILES): NCCNCCO
Largest force on an atom in hartree/bohr: 0.044

Here are the Mulliken charges for atoms 1 to 2, given in e:
1. O -0.58
2. N -0.17

---

The following is a quantum chemistry calculation of a cluster of 2 separate species, C4H12N2O in total, from the OMol25 dataset.

Atoms and positions in Å:
O -1.01506 0.26362 -0.66425
N -1.08613 -2.39644 -0.24685
N 0.68097 -1.47613 -1.37531
C 0.06783 -2.54425 -0.94674
C 1.33071 1.30730 0.93628
C 0.13872 2.11194 0.49181
C -1.18797 1.25561 0.28161
H -0.04425 2.92334 1.24359
H -1.96664 1.94649 -0.05434
H 0.42560 -3.56698 -1.17600
H -1.31649 -1.40349 -0.14555
H 1.65270 -1.61793 -1.65375
H 1.84377 0.75048 0.14375
H 0.94980 0.59838 1.71555
H 0.10885 -0.45417 -1.04469
H 0.31985 2.61356 -0.50497
H 2.04840 2.02054 1.41677
H -1.45347 -3.11461 0.34964
H -1.49718 0.78274 1.23345

Atoms 1-2, force components in eV/Å:
0.8768 -1.2013 -0.6611
1.5509 -0.5819 -1.0584

Properties
Charge: 0
ΔE to the lowest compared entry with this formula, charge and spin in kcal/mol: 47.94
Largest force on an atom in hartree/bohr: 0.039

Here are the Mulliken charges for atoms 1 to 2, given in e:
1. O -0.92
2. N -0.31

---

The following is a quantum chemistry calculation of an isolated molecule of C4H12N2O, from the OMol25 dataset.

Atoms and positions in Å:
O 2.30082 1.46148 -1.27051
N -2.58505 -0.11259 0.57271
N 2.36181 0.13649 -0.71073
C -0.05459 0.19055 0.09188
C -1.53468 -0.46616 -0.34558
C 0.91537 -0.52618 -0.78261
C 0.19486 0.00820 1.57774
H -0.08616 1.25238 -0.16755
H 1.07787 0.55811 1.90033
H -3.35892 -0.76349 0.52219
H 2.69276 1.36660 -2.14770
H -1.72524 -0.08857 -1.36129
H -2.72463 0.88990 0.61680
H 0.66305 -0.45536 -1.84214
H 0.31802 -1.04564 1.82241
H -0.64537 0.41203 2.13889
H 2.61309 0.30448 0.26333
H 1.06060 -1.56600 -0.48706
H -1.48362 -1.55623 -0.39113

Atoms 1-2, force components in eV/Å:
-0.3348 -0.2369 0.1847
0.7272 -0.3146 0.3031

Properties
Charge: 0
ΔE to the lowest compared entry with this formula, charge and spin in kcal/mol: 70.70
Structure (SMILES): C[C@H](CN)CNO
Largest force on an atom in hartree/bohr: 0.068

Here are the Mulliken charges for atoms 1 to 2, given in e:
1. O -0.43
2. N -0.47

---

The following is a quantum chemistry calculation of a cluster of 2 separate species, C4H12N2O in total, from the OMol25 dataset.

Atoms and positions in Å:
O 0.44948 -2.02320 1.21731
N 1.73447 -1.44773 1.40345
N 0.34570 2.04886 -1.11235
C -0.41921 1.25667 1.04452
C -1.36913 -1.20783 -1.41282
C -0.52171 1.10363 -0.46520
C -0.33926 -0.48816 -0.98909
H -0.00224 -1.23685 0.61290
H 1.77752 -1.15126 2.37797
H -1.23798 -2.14042 -1.93965
H 2.41191 -2.19425 1.24715
H 0.61013 1.11475 1.36843
H 1.31228 1.90841 -0.84012
H -1.01849 0.49578 1.53999
H -0.75092 2.25156 1.33578
H 0.68294 -0.77628 -1.20614
H 0.26450 2.01801 -2.12147
H -1.54157 1.34505 -0.78390
H -2.38840 -0.87672 -1.27674

Atoms 1-2, force components in eV/Å:
-1.3924 2.8837 -1.8096
0.4549 0.1453 0.0711

Properties
Charge: 0
ΔE to the lowest compared entry with this formula, charge and spin in kcal/mol: 92.06
Structure (SMILES): C=C[C@@H](C)N.NO
Largest force on an atom in hartree/bohr: 0.080

Here are the Mulliken charges for atoms 1 to 2, given in e:
1. O -0.45
2. N -0.44